1.
Here is the ion C5H8N with charge +1 from the OMol25 dataset. Energies are from wB97M-V/def2-TZVPD.

Last column: Löwdin charge in e.
Positions of all 14 atoms, in Å:
H 3.133 -0.094 -1.340  0.17
H -3.148 0.755 0.135  0.08
H 2.107 0.662 0.299  0.14
C -2.596 0.208 0.863  -0.07
H -2.957 -0.753 1.108  0.08
C -1.624 1.012 1.691  0.10
H 1.922 -0.465 -2.215  0.15
C 1.395 0.045 -0.314  -0.06
C 0.003 -0.098 -0.224  0.01
C -1.107 0.365 0.655  -0.18
H -0.360 -0.819 -1.063  0.15
H 2.417 -1.532 -0.910  0.15
N 2.288 -0.657 -1.318  0.22
H -1.473 1.372 2.631  0.08

Computed properties:
* HOMO-LUMO gap: 8.6 eV
* net charge: +1
* total energy: -6793.3719 eV
* SMILES: [NH3+]/C=C/C1=CC1
* energy relative to the best compared isomer or geometry (same formula, charge and spin): 108.8 kcal per mole



2.
Here is the ion C5H8N with charge +1 from the OMol25 dataset. Energies are from wB97M-V/def2-TZVPD.

Last column: Löwdin charge in e.
Positions of all 14 atoms, in Å:
H -1.266 -1.160 -0.776  0.14
C 0.466 0.743 1.206  0.40
C -0.801 1.841 -0.490  0.03
H 0.570 -2.638 -0.603  0.14
H -0.308 2.016 -1.418  0.10
H 0.184 -0.484 -1.675  0.20
H 1.770 -2.375 1.513  0.15
N 1.187 -1.600 1.065  0.17
H -1.910 1.726 -0.529  0.13
C -0.304 -0.703 -0.617  -0.09
H 0.682 1.130 2.091  0.07
H -0.595 2.672 0.070  0.06
C -0.176 0.594 0.129  -0.29
C 0.501 -1.762 0.035  -0.21

Computed properties:
* HOMO-LUMO gap (spin up / spin down): 9.6 / 9.6 eV
* net charge: +1
* total energy: -6794.0386 eV
* energy relative to the best compared isomer or geometry (same formula, charge and spin): 93.4 kcal per mole



3.
Here is the ion C5H8N with charge +1 from the OMol25 dataset. Energies are from wB97M-V/def2-TZVPD.

Last column: Löwdin charge in e.
Positions of all 14 atoms, in Å:
C -0.950 -0.365 -0.138  0.14
N 0.280 0.172 0.063  -0.03
H -0.696 -1.484 -0.338  0.16
H -2.886 0.992 0.020  0.03
H 0.868 1.956 -0.937  0.14
H 1.028 1.840 1.023  0.14
C 2.546 -0.818 0.044  0.16
H -2.999 -0.607 0.848  0.07
H 3.645 -0.821 -0.073  0.10
H 2.403 -1.906 0.290  0.10
C 1.002 1.454 0.007  0.08
H -3.243 -0.527 -0.784  0.12
C -2.607 -0.001 0.046  0.03
C 1.608 0.116 -0.070  -0.26

Computed properties:
* HOMO-LUMO gap: 9.2 eV
* net charge: +1
* total energy: -6793.1244 eV
* SMILES: C=C1C/[N+]1=C\C
* energy relative to the best compared isomer or geometry (same formula, charge and spin): 114.5 kcal per mole



4.
Here is the ion C5H8N with charge +1 from the OMol25 dataset. Energies are from wB97M-V/def2-TZVPD.

Last column: Löwdin charge in e.
Positions of all 14 atoms, in Å:
H 1.953 0.693 2.355  0.18
C 0.899 0.089 0.537  -0.15
C -0.050 0.478 -1.471  0.24
H -0.940 -0.860 0.781  0.16
C -0.180 -1.010 -1.112  -0.26
C -1.372 -0.198 -1.643  -0.11
H 1.854 0.249 -0.002  0.17
C 0.939 0.864 1.726  -0.04
N -0.090 -0.747 0.312  0.12
H 0.227 -1.952 -1.546  0.17
H -0.113 0.884 2.216  0.13
H -1.812 -0.376 -2.664  0.15
H 0.994 1.979 1.604  0.13
H -2.310 -0.093 -1.093  0.12

Computed properties:
* HOMO-LUMO gap: 8.6 eV
* net charge: +1
* total energy: -6791.0838 eV
* energy relative to the best compared isomer or geometry (same formula, charge and spin): 161.5 kcal per mole



5.
Here is the ion C5H8N with charge +1 from the OMol25 dataset. Energies are from wB97M-V/def2-TZVPD.

Last column: Löwdin charge in e.
Positions of all 14 atoms, in Å:
H 0.064 0.396 -2.633  0.15
C -0.397 -0.275 -1.851  -0.04
H 1.377 -1.860 -2.083  0.14
H -1.229 1.403 0.736  0.08
C -0.225 1.337 2.609  0.07
H 0.575 1.090 3.274  0.07
H 1.017 -0.692 1.277  0.12
H -0.108 -2.502 -1.315  0.14
H -0.744 2.095 3.189  0.08
H -1.501 -0.207 -1.958  0.15
N 0.358 -0.504 -0.697  -0.06
C -0.440 1.001 1.317  -0.04
C 0.377 -0.234 0.575  0.12
C 0.388 -1.583 -1.685  0.02

Computed properties:
* HOMO-LUMO gap: 9.6 eV
* net charge: +1
* total energy: -6794.4690 eV
* SMILES: C=CC=[N+]1CC1
* energy relative to the best compared isomer or geometry (same formula, charge and spin): 83.5 kcal per mole



6.
Here is the ion C5H8N with charge +1 from the OMol25 dataset. Energies are from wB97M-V/def2-TZVPD.

Last column: Löwdin charge in e.
Positions of all 14 atoms, in Å:
C -1.807 0.341 -0.161  -0.03
H 2.379 1.750 0.159  0.11
H 0.186 1.906 -0.149  0.17
C -0.476 0.005 0.001  -0.26
H -0.985 -1.995 0.275  0.10
C -3.003 0.354 0.065  0.26
N 0.470 0.941 -0.015  0.05
H 2.168 -0.099 0.738  0.12
C 1.920 0.737 -0.026  -0.03
H 0.282 -1.688 -0.966  0.16
C -0.074 -1.422 0.113  0.02
H 2.289 0.317 -1.088  0.15
H -4.062 0.511 0.239  0.09
H 0.713 -1.658 0.816  0.09

Computed properties:
* HOMO-LUMO gap: 10.0 eV
* net charge: +1
* total energy: -6795.4868 eV
* SMILES: C#C/C(C)=[NH+]/C
* energy relative to the best compared isomer or geometry (same formula, charge and spin): 60.0 kcal per mole



7.
Here is the ion C5H8N with charge +1 from the OMol25 dataset. Energies are from wB97M-V/def2-TZVPD.

Last column: Löwdin charge in e.
Positions of all 14 atoms, in Å:
C 1.211 0.022 -1.391  -0.13
H 0.139 0.754 0.806  0.18
H 0.710 -0.011 -2.288  0.12
C 1.929 2.508 -0.915  0.19
N -0.336 -0.157 0.544  0.06
C 1.561 1.356 -1.032  -0.14
H -0.162 -1.551 -0.915  0.12
C 0.160 -0.672 -0.540  0.05
H 2.070 -0.630 -1.267  0.15
H -1.863 0.262 2.060  0.11
H -2.426 -0.786 0.743  0.10
H 2.341 3.458 -0.673  0.05
C -1.558 -0.486 1.316  0.01
H -1.261 -1.439 1.833  0.12

Computed properties:
* HOMO-LUMO gap: 9.7 eV
* net charge: +1
* total energy: -6795.1067 eV
* SMILES: C#CC/C=[NH+]/C
* energy relative to the best compared isomer or geometry (same formula, charge and spin): 68.8 kcal per mole



8.
Here is a structure of composition C5H8N from the OMol25 dataset. Energies are from wB97M-V/def2-TZVPD.

Last column: Löwdin charge in e.
Positions of all 14 atoms, in Å:
C 0.297 0.670 -0.040  0.07
C 2.243 0.270 0.059  0.16
N -0.850 1.411 -0.158  0.14
C -1.710 0.411 0.413  -0.17
H 2.640 0.360 -0.991  0.08
H -1.368 -0.821 -1.585  0.16
H -2.488 0.600 1.114  0.16
C -0.455 -0.435 0.563  -0.14
H 2.514 0.919 0.775  0.00
H -0.891 2.210 -0.784  0.17
H -0.246 -1.142 1.319  0.14
C -1.603 -0.797 -0.454  0.02
H 2.295 -0.844 0.392  0.11
H -2.245 -1.610 -0.274  0.10

Computed properties:
* HOMO-LUMO gap: 10.2 eV
* net charge: +1
* total energy: -6792.9484 eV
* energy relative to the best compared isomer or geometry (same formula, charge and spin): 118.5 kcal per mole



9.
Here is the ion C5H8N with charge +1 from the OMol25 dataset. Energies are from wB97M-V/def2-TZVPD.

Last column: Löwdin charge in e.
Positions of all 14 atoms, in Å:
H -2.248 -0.605 0.986  0.12
H 1.664 -1.176 1.019  0.12
C 2.021 -0.545 0.236  -0.09
C -0.819 0.262 -0.409  -0.13
C -2.124 -0.186 -0.022  0.00
H 3.134 -0.627 0.097  0.16
C 1.228 -0.498 -1.032  0.23
H -2.893 0.485 -0.299  0.11
C 1.340 0.663 -0.143  -0.32
H -0.423 0.337 -1.506  0.18
H -0.333 0.793 1.484  0.26
H 1.849 1.521 -0.358  0.13
N 0.021 0.661 0.442  0.13
H -2.417 -1.085 -0.495  0.10

Computed properties:
* HOMO-LUMO gap: 8.4 eV
* net charge: +1
* total energy: -6791.2656 eV
* energy relative to the best compared isomer or geometry (same formula, charge and spin): 157.3 kcal per mole



10.
Here is the ion C5H8N with charge +1 from the OMol25 dataset. Energies are from wB97M-V/def2-TZVPD.

Last column: Löwdin charge in e.
Positions of all 14 atoms, in Å:
C -2.432 0.057 0.189  0.12
C -1.188 -0.054 -0.120  -0.18
H -0.275 -1.515 -1.429  0.15
H -2.977 1.042 0.357  0.13
C 0.004 0.622 -0.703  -0.17
C -0.013 -0.837 -0.639  -0.11
N 1.235 0.759 0.145  0.12
H 2.070 -1.224 -0.105  0.13
H 0.961 -1.073 1.387  0.19
H -0.215 1.349 -1.581  0.20
H 1.271 1.151 1.074  0.17
H -2.863 -0.793 0.459  0.03
H 1.992 1.235 -0.528  0.26
C 1.210 -0.725 0.287  -0.04

Computed properties:
* HOMO-LUMO gap: 10.7 eV
* net charge: +1
* total energy: -6793.8982 eV
* SMILES: C=C1[C@H]2[NH2+]C[C@@H]12
* energy relative to the best compared isomer or geometry (same formula, charge and spin): 96.6 kcal per mole